DFT (ωB97M-V with the def2-TZVPD basis set) results for a 14-piece molecular cluster, C19H66N2O14 overall.

CARTESIAN COORDINATES (ANGSTROEM)
C -1.224 16.225 12.225
C -2.639 16.023 12.701
O -2.583 15.509 14.026
H -0.617 16.708 12.925
H -1.299 16.712 11.301
H -0.826 15.233 11.890
H -3.219 15.372 12.043
H -3.233 16.933 12.739
H -3.429 15.895 14.435
C 1.524 13.053 10.741
C 0.528 12.365 11.721
O 0.881 12.459 13.129
H 1.874 13.965 11.152
H 1.190 13.163 9.751
H 2.407 12.326 10.608
H 0.686 11.300 11.383
H -0.470 12.553 11.429
H 1.814 12.129 13.274
C -1.932 14.064 4.143
C -0.819 13.970 3.121
O -0.582 15.273 2.712
H -2.367 13.101 4.256
H -2.754 14.741 3.849
H -1.548 14.454 5.028
H -1.048 13.368 2.227
H 0.085 13.570 3.650
H -0.657 15.514 1.760
C -1.623 15.942 8.180
C -1.828 14.635 9.026
O -2.651 13.771 8.282
H -1.347 15.656 7.163
H -0.875 16.505 8.694
H -2.482 16.541 8.212
H -2.293 14.751 9.990
H -0.857 14.064 9.135
H -2.759 12.998 8.872
C -3.041 18.578 5.376
C -2.924 17.203 4.759
O -1.595 16.963 4.611
H -2.556 19.343 4.768
H -2.749 18.444 6.412
H -4.102 18.662 5.445
H -3.535 17.047 3.902
H -3.294 16.629 5.567
H -1.481 16.024 4.463
C -2.094 10.166 9.513
O -2.618 11.407 9.412
N -2.726 9.258 8.844
N -1.144 9.827 10.311
H -3.536 9.623 8.260
H -2.152 8.408 8.628
H -0.980 10.378 11.082
H -0.695 8.943 10.315
C -0.841 11.794 6.658
O 0.111 11.680 5.591
H -1.768 12.332 6.352
H -0.421 12.526 7.357
H -1.064 10.871 7.192
H -0.236 11.176 4.912
C -5.555 12.343 9.527
O -5.883 12.084 10.825
H -4.929 11.603 9.007
H -4.973 13.303 9.533
H -6.501 12.566 8.959
H -5.026 12.098 11.337
C 0.284 18.981 7.427
O -0.290 20.106 6.843
H 1.280 18.646 7.052
H -0.271 18.243 6.805
H 0.107 18.751 8.443
H 0.157 20.840 7.206
C -2.484 19.601 9.115
O -2.156 19.325 10.523
H -1.686 20.236 8.726
H -3.461 20.028 8.925
H -2.205 18.657 8.559
H -1.189 19.293 10.581
C -4.538 17.138 10.046
O -5.683 17.866 10.331
H -3.725 17.264 10.812
H -4.172 17.461 9.047
H -4.751 16.047 10.094
H -6.392 17.560 9.708
C 1.741 16.037 9.726
O 2.557 15.339 8.892
H 0.752 15.543 9.880
H 1.469 16.980 9.188
H 2.272 16.272 10.622
H 2.355 15.439 7.973
C -5.009 13.744 6.144
O -4.786 14.940 6.903
H -5.274 14.025 5.144
H -5.790 13.073 6.539
H -3.989 13.288 6.208
H -3.974 14.768 7.462
C 1.250 15.040 5.693
O 1.773 16.058 6.477
H 2.082 14.706 4.977
H 0.581 15.541 4.976
H 0.745 14.274 6.182
H 2.153 16.755 5.973

The spin multiplicity is 1. The calculation puts the highest occupied orbital energy at -9.38 eV. The total charge is 0. The HOMO-LUMO gap is 9.350 eV.

Atom charges from the Löwdin analysis, given in e for atoms 1 to 4: atom 1 (C): -0.059, atom 2 (C): -0.342, atom 3 (O): -0.095, atom 4 (H): 0.070